Below is a cluster of 17 separate species, C68H154O42 in total in a non-equilibrium geometry, with properties calculated with the ωB97M-V functional and the def2-TZVPD basis.

Geometry as XYZ:
```
264
Properties=species:S:1:pos:R:3:mulliken_charge:R:1
O 3.13499 4.95570 0.43977 0.177
O -0.65085 -5.43026 1.53224 -0.176
C -9.89751 -1.38980 -3.39183 -0.847
H -1.21119 -7.77211 2.69863 0.319
O -5.38269 -2.23209 -7.26427 -0.337
H -0.56928 6.11191 8.89553 0.281
C 1.17055 4.60214 6.17377 0.221
O 7.99568 -1.35175 5.44573 -0.305
C -1.92511 -1.26822 -5.04636 0.550
H 1.20504 1.21488 2.11047 0.238
C -0.24587 -5.38251 -5.03119 -0.343
C -0.88843 4.90120 1.33936 -0.531
H 4.74127 0.72937 -0.09802 -0.113
O -9.31439 -0.67095 -4.49140 -0.250
H -9.54204 -1.60600 -1.19770 0.407
O 1.15489 -4.43784 2.17722 -0.164
H -1.46306 -3.03425 -1.75832 -0.468
O 1.26315 5.69104 -4.77702 -0.398
H -0.98571 2.72842 1.12135 -0.246
H -0.14022 4.68355 2.10153 0.173
H -10.98572 -1.36421 -3.33481 0.353
C -1.64637 3.59444 1.16175 -0.486
O 6.81455 -3.10394 4.82413 -0.360
C -1.85238 -1.21080 3.40501 0.005
H -5.31284 -0.28577 -5.32743 0.121
H 3.90426 -4.40366 -5.94065 0.320
H -5.00666 -1.03159 1.53443 -0.492
C 3.35139 6.32514 2.28633 -1.173
H -2.03225 -2.79795 -7.22599 0.407
H -9.88102 1.28077 -3.87073 0.254
H 6.26785 -0.12657 0.15437 0.403
H 3.66232 -3.40095 -1.60464 -0.046
O -6.01813 2.05292 -2.47497 -0.484
H 10.00381 -0.58976 5.24696 0.281
H 2.40576 -5.69787 -1.98537 0.085
H 6.48182 -3.76875 2.87796 0.252
O -5.65488 1.51767 -4.52057 -0.425
C -1.84979 -7.54904 1.84392 -1.402
O -8.17428 -0.79830 3.20326 -0.649
H 0.60363 4.28808 -2.89164 -0.207
C 0.03258 5.90253 -4.09431 -0.578
H 5.27408 -1.19379 -5.24185 0.355
H -1.80441 1.85567 -4.50144 0.288
C 1.95873 -4.78263 -5.44792 0.316
C -1.64660 -1.52684 4.89697 -1.139
C 8.95950 -0.28114 5.19930 -0.763
C 1.89101 0.36932 2.16127 0.195
H -1.76384 -1.25226 7.64708 0.321
H -2.52755 -2.00883 5.32090 0.370
H 5.27659 -5.51497 -7.53392 0.282
H -4.18815 -3.72798 -8.05378 0.374
H 6.90064 -5.83248 4.16811 0.373
H -4.46815 1.05030 3.26436 0.224
C -0.15744 2.65919 5.85444 -0.145
H 4.49512 2.08352 6.37840 0.357
C 7.21614 3.59435 -1.37558 -0.408
H 10.35105 3.18460 -0.37267 0.263
H -1.82502 -2.14989 2.85232 -0.051
O 7.45424 -1.52128 3.22972 -0.624
C -0.95530 -0.75962 7.10702 -0.823
C 1.85389 7.76964 -1.25977 -1.066
C 2.04475 -3.78753 3.09787 -0.231
H 8.89404 0.34838 4.31188 0.325
H 3.04000 6.61712 -5.27191 0.366
H -6.29373 -1.75456 2.41017 0.614
C 1.71027 -0.54677 0.88001 0.544
H 0.81151 2.16530 5.92743 0.135
C -1.32206 -4.10983 -1.65179 0.380
H 0.46253 5.36893 10.12357 0.259
H 3.23437 5.47894 2.96334 0.059
H 4.88551 5.25816 1.11020 0.327
C 0.24311 5.40324 9.05644 -0.566
C 7.41365 -1.94721 4.41023 0.879
H 5.41027 -3.28138 -1.66735 0.387
C -0.43644 -0.22723 0.01426 -0.242
H -1.79570 -4.18664 -0.67309 0.096
C -5.93389 -2.87669 -6.16418 -0.579
H 5.24938 -2.52753 7.46087 0.306
O 0.76837 -5.30778 -6.00872 -0.482
C -6.54058 -1.83984 0.21939 -0.856
H -2.71253 1.37857 3.24730 0.076
C 6.03669 -3.84051 3.87034 0.683
O -10.15287 0.29965 -1.68867 -0.448
H -6.27092 4.15853 -1.04429 0.459
C 6.49592 2.25684 -1.04388 -0.257
H 0.09066 6.69420 -3.34733 0.234
O -0.21380 5.32945 0.21676 0.061
H 2.77927 -4.09516 -7.32291 0.422
H -3.87667 -4.84772 -3.66016 0.344
C 2.48223 2.50336 -1.96258 0.247
O -2.93851 -1.35573 -6.00196 -0.183
H -8.52932 1.07851 -0.60360 -0.303
H -3.62511 -0.25547 -0.59063 -0.565
C 4.49563 -2.70061 -1.54803 -0.351
H -1.49294 -8.12099 0.98740 0.305
H 5.30861 -1.30955 8.76126 0.312
H 5.66925 1.92658 -1.67289 0.077
H -1.09461 4.74012 -2.67488 0.299
H 1.31793 8.56932 -1.77099 0.326
H 2.92656 6.34926 -3.58219 -0.037
H 9.31624 1.80004 -0.83200 0.246
H -2.07947 -0.30955 -4.55117 -0.727
O -8.51499 1.29195 2.30029 -0.220
O 0.33407 -0.91844 0.78090 0.481
H 2.12866 -0.17550 -0.05552 0.116
H 3.21072 2.70445 4.28752 0.002
H -0.14745 4.43620 8.73958 0.187
H 1.54685 -3.43238 4.00012 0.422
O 5.12548 -0.51572 6.86524 -0.330
C -9.60183 0.89919 -0.52828 -0.008
H 4.00838 -2.18303 -5.98996 0.234
H -3.47362 0.66347 4.57405 0.302
H 1.06813 4.84976 5.11723 0.111
H -7.60208 -2.06933 0.31245 0.303
H 8.77542 0.40289 6.02775 0.305
O 1.06160 6.62783 -1.04018 0.228
H -3.96675 0.83598 -5.59648 0.099
H -6.13949 -3.91853 -6.40995 0.356
H 2.40042 6.84844 2.18679 0.215
H -7.76775 3.37696 -0.91057 0.346
H 2.29926 -1.45422 1.01317 -0.936
O -0.62637 -4.71806 3.66242 -0.595
H -2.57035 -1.00538 -1.77935 -0.161
H -9.52353 -2.41329 -3.41847 0.357
H 4.92148 -2.02914 1.66234 0.165
C -6.04953 1.97634 -1.07810 1.739
H 0.49786 6.64837 6.65058 0.440
H -10.46722 0.72440 2.82202 0.341
C -0.12853 -4.78668 2.58168 0.666
C 9.52005 2.85790 -0.99780 -0.692
C 4.30315 -1.66172 -5.07922 -0.763
H 4.03219 7.01299 2.78780 0.485
C -7.86120 0.17275 2.51574 0.613
H 5.38431 -1.15036 -2.72798 0.297
H 5.68850 1.36661 5.15202 0.170
O 0.37864 -5.78618 -1.54480 -0.467
H 4.15049 6.64321 0.26481 0.309
H -1.09372 -0.57357 2.95060 0.241
C -3.42668 -4.40166 -2.77324 -0.600
H -2.07383 3.58903 0.15909 0.200
C -3.48129 0.64308 3.48427 -0.533
H -0.70779 6.10485 -4.86827 0.378
H -10.92826 0.39236 -5.10022 0.335
O -1.61102 -0.86328 -0.04409 0.109
H 2.50325 -2.86986 2.72940 -0.152
H -0.40564 -4.48127 -4.43929 -0.146
O -5.13967 -0.04360 -2.82815 -0.582
C -0.31624 4.55079 -3.41407 0.165
H -2.36771 3.52663 1.97611 0.543
H -10.13410 2.54764 2.80412 0.243
H 4.55708 -3.61538 1.01318 0.508
C -5.05120 0.75411 -5.52310 -0.222
H 4.74572 -7.10254 -8.29426 0.254
O -0.77766 3.66775 -4.35933 -0.534
H -0.07666 -1.38922 7.24740 0.272
C 5.95630 -5.31068 4.32316 -1.490
C 4.43860 -1.69219 -2.71586 -0.330
H 2.92373 0.71768 2.14622 -0.583
H 2.00684 3.95795 6.44534 0.188
H -1.99788 -2.04877 -4.28903 -0.130
O 3.35052 -6.06140 -7.07898 -0.384
C 5.62690 -1.54550 7.74582 -0.732
H -1.15614 -5.57641 -5.59856 0.333
C 0.17103 -4.38177 -1.55373 0.169
H 5.44818 0.59846 1.52337 -0.123
C 1.25582 5.91019 6.91263 -0.816
H 1.49422 2.04537 -2.00921 -0.446
H -6.93309 -2.51310 -5.92438 0.196
O 1.42758 5.75076 8.32634 -0.379
H 2.21562 -5.28294 -4.51422 0.037
H -6.59585 1.13597 -0.64985 -1.087
H -0.95271 -2.36427 4.82409 0.594
H -10.10072 1.85236 -0.35313 0.387
H -9.42906 0.99150 -5.60489 0.241
O 4.40311 -1.99384 -0.30352 0.582
H -6.75054 3.43180 0.50241 0.337
H -8.32838 -0.67815 -1.97803 -0.189
C -9.76968 1.54092 3.00862 -0.826
O -2.00926 -4.74063 -2.76523 -0.359
H -2.84355 -7.82001 2.20046 0.417
C 5.00312 -2.65083 0.77074 -1.721
O -1.30397 -0.39828 5.74445 -0.003
O -0.08776 3.95947 6.43584 -0.436
H -0.07673 -6.23930 -4.37896 0.372
H -3.18129 -3.42048 -6.08883 0.137
H 5.06373 -3.35099 3.82780 -0.261
H 2.87793 -4.42738 3.38859 0.103
H 4.86725 3.40662 4.21408 0.543
O 8.46445 3.70080 -0.65537 -0.379
H 1.69110 -7.13951 -1.20458 0.359
C 4.27768 2.48991 4.22694 -0.213
H 1.68026 -3.75486 -5.21504 0.174
O -3.13889 -0.62847 2.97338 -0.109
C 4.46999 -6.09530 -7.98194 -0.719
O 2.46641 3.45984 -0.91955 1.035
C -6.73348 3.28864 -0.57801 -1.641
O 0.09543 7.48981 0.84872 -0.651
H -5.33670 -2.90999 -5.25295 0.160
H -2.55368 -5.53192 2.32909 0.484
H 0.51329 -3.88813 -0.64417 0.029
H 1.70321 -0.23839 3.04644 0.303
H -0.79595 2.03439 -3.01950 0.063
H -0.88705 2.02815 6.36193 0.130
C -9.92797 0.59814 -4.71920 -0.731
H 2.76951 7.56347 -1.81405 0.345
H 6.71368 -1.62276 7.71374 0.224
H -3.89350 -2.02811 -8.70693 0.315
O 6.28516 1.98082 0.30745 -0.451
H -6.06955 -2.80884 0.05424 0.485
H 6.05376 -2.76348 0.50324 0.754
O 4.30760 -2.41035 -3.92965 -0.295
C 2.32437 6.61917 -4.44973 -0.492
H -9.52930 1.50199 4.07108 0.365
C -6.08842 -1.16419 1.51719 0.252
H 6.63468 4.43409 -0.99501 0.059
O 3.69982 -1.87861 5.70045 -0.620
H 4.44728 1.90180 3.32502 -0.424
H -0.36709 2.72877 4.78706 0.072
H 3.19930 1.69478 -1.82076 -0.760
O -6.77861 0.13215 1.77661 -0.051
H -5.07074 1.83317 -0.62032 -0.163
H -1.58090 5.62189 1.77433 0.388
H 2.21857 6.26442 6.54419 0.289
C -4.11201 -2.66058 -7.84650 -0.649
H 5.75796 -5.32777 5.39483 0.359
C -9.39638 -0.89370 -2.00980 0.267
C 4.66178 1.63789 5.39772 -0.219
C 5.67424 0.73301 0.46559 0.012
H 5.06722 -5.80925 3.93708 0.356
H 7.38433 3.66622 -2.45012 0.356
H -0.93819 -1.29410 -5.50833 0.442
H -6.32543 -1.14477 -0.59221 -0.077
H 7.17432 1.44392 -1.30276 0.554
C 3.35780 4.40803 -0.80327 -0.254
H 2.00342 7.66082 -4.45671 0.325
H 4.19981 -5.58563 -8.90679 0.299
H 9.87030 2.93130 -2.02738 0.307
C -2.58923 -0.33446 -0.92051 0.732
H -3.97502 -4.83417 -1.93636 0.250
H -5.47609 1.08002 -6.47249 0.270
H 3.68303 -0.91940 -2.57437 0.190
C -5.61304 1.03895 -3.25346 1.141
H 2.36086 8.18174 -0.38727 0.399
H 2.70993 3.01856 -2.89575 0.624
C 4.24009 -0.79066 5.93676 0.386
H -3.49870 -3.31613 -2.70576 0.133
H -2.27614 0.68419 -1.14949 0.100
H -2.53321 -5.90949 0.64299 0.247
C 1.71143 -6.04985 -1.22241 -0.525
C 3.06651 -4.78177 -6.52657 -0.730
H 1.94102 -5.78162 -0.19117 0.111
O -0.02777 0.74935 -0.68451 -0.374
H -2.34194 2.88646 -3.27946 0.338
H 3.58927 -0.84326 -4.98656 0.270
C -1.97954 -6.06230 1.56938 -0.170
O 3.91292 0.38437 5.26922 0.228
H -9.83659 0.24869 0.31424 0.312
C -2.98153 -2.57031 -6.74106 -0.321
C -1.41997 2.54703 -3.75155 -0.415
C 0.28733 6.58619 0.05569 0.338
H 0.67109 -3.97085 -2.43076 0.451
C 3.99053 5.87378 1.02012 -0.226
O 4.25551 4.66781 -1.58249 -0.632
H -0.77219 0.20323 7.58398 0.264
```

Summary:
* total charge: 0
* E: -5842.91389 Ha
* gap between HOMO and LUMO: 9.7 eV